(1)
The molecule C3H3NO, computed with ωB97M-V/def2-TZVPD.

Each line ends with the Mulliken charge.
Positions of all 8 atoms, in Å:
O: -0.59 0.64 -1.32  -0.41
C: -0.23 0.58 0.33  -0.16
C: -0.08 -0.89 0.21  -0.30
C: 0.56 0.12 -0.81  0.52
N: 1.29 0.95 -0.08  -0.62
H: -0.65 1.42 0.86  0.46
H: -0.93 -1.49 -0.10  0.25
H: 0.62 -1.34 0.91  0.26

Values from the calculation:
charge = 0
HOMO level = -0.32519 Eh

=====

(2)
A 2-piece molecular cluster, C3H3NO overall in a non-equilibrium geometry, computed with ωB97M-V/def2-TZVPD.

Each line ends with the Mulliken charge.
Positions of all 8 atoms, in Å:
C: -3.34 0.01 0.14  -0.20
C: -0.99 1.24 -0.01  0.55
C: -0.07 0.14 0.03  -0.75
N: -4.02 -0.89 0.05  -0.38
O: -1.22 2.41 -0.23  -0.23
H: 1.08 0.23 -0.14  0.33
H: -0.45 -0.75 -0.35  0.36
H: -0.11 0.03 1.08  0.32

Values from the calculation:
charge = 0
HOMO level (spin up / spin down) = -0.36488 / -0.36479 Eh

=====

(3)
The molecule C3H3NO in a non-equilibrium geometry, computed with ωB97M-V/def2-TZVPD.

Each line ends with the Mulliken charge.
Positions of all 8 atoms, in Å:
C: 2.22 0.94 -0.08  -0.17
C: -0.06 -0.23 -0.12  -0.16
C: -1.77 -0.31 -0.11  0.14
N: 1.07 0.48 0.00  -0.10
O: -2.52 0.57 0.13  -0.41
H: 2.87 1.18 0.73  0.24
H: 0.20 -1.28 -0.24  0.18
H: -2.01 -1.35 -0.33  0.28

Values from the calculation:
charge = 0
HOMO level (spin up / spin down) = -0.30813 / -0.30814 Eh

=====

(4)
The molecule C3H3NO in a non-equilibrium geometry, computed with ωB97M-V/def2-TZVPD.

Each line ends with the Mulliken charge.
Positions of all 8 atoms, in Å:
C: -0.23 -0.20 0.79  -0.53
C: 0.14 1.29 -0.31  -0.12
C: -0.33 -0.84 1.97  0.63
N: 0.39 0.80 -1.48  -0.22
O: -0.38 -1.43 2.97  -0.39
H: -0.59 -0.89 0.02  0.15
H: 0.41 -0.19 -1.73  0.23
H: 0.59 1.46 -2.22  0.26

Values from the calculation:
charge = 0
HOMO level = -0.32068 Eh

=====

(5)
The molecule C3H3NO in a non-equilibrium geometry, computed with ωB97M-V/def2-TZVPD.

Each line ends with the Mulliken charge.
Positions of all 8 atoms, in Å:
C: -1.63 0.30 -0.22  -0.79
C: -0.50 -0.24 0.04  0.70
N: 0.56 -0.92 0.06  -0.47
C: 1.61 0.01 0.01  0.12
O: 1.44 1.21 0.10  -0.49
H: -2.24 0.91 0.43  0.27
H: -1.82 -0.80 -0.36  0.28
H: 2.59 -0.47 -0.05  0.38

Values from the calculation:
SMILES string = C=C=NC=O
charge = 0
HOMO level = -0.35761 Eh

=====

(6)
C3H3NO as an isolated structure in a non-equilibrium geometry, computed with ωB97M-V/def2-TZVPD.

Each line ends with the Mulliken charge.
Positions of all 8 atoms, in Å:
C: -0.24 0.92 0.02  -0.24
C: -1.02 -0.24 0.05  -0.10
C: 1.07 -0.65 -0.05  -0.01
H: -0.68 1.97 -0.19  0.28
H: -2.00 -0.20 0.00  0.47
H: 1.93 -1.24 0.27  0.34
N: 1.13 0.64 -0.03  -0.44
O: -0.19 -1.19 -0.07  -0.29

Values from the calculation:
charge = 0
HOMO level = -0.33946 Eh

=====

(7)
The molecule C3H3NO in a non-equilibrium geometry, computed with ωB97M-V/def2-TZVPD.

Each line ends with the Mulliken charge.
Positions of all 8 atoms, in Å:
C: -1.80 0.02 0.16  0.57
C: 0.21 -1.11 -0.33  -0.15
C: 1.11 0.14 -0.10  -0.71
N: -1.07 -0.94 0.01  -0.21
O: -2.54 0.90 0.13  -0.33
H: 1.55 -0.21 0.84  0.26
H: 0.59 1.02 0.13  0.31
H: 1.96 0.18 -0.84  0.26

Values from the calculation:
charge = 0
HOMO level = -0.30734 Eh

=====

(8)
The molecule C3H3NO in a non-equilibrium geometry, computed with ωB97M-V/def2-TZVPD.

Each line ends with the Mulliken charge.
Positions of all 8 atoms, in Å:
N: -0.21 0.07 -2.60  -0.37
C: 0.45 0.32 -1.61  -0.12
C: -0.26 0.49 -0.48  0.37
C: -0.75 -0.54 0.41  -0.30
O: 0.44 0.15 0.64  -0.33
H: 0.22 -0.16 -3.43  0.24
H: -1.60 -0.15 0.98  0.20
H: -1.07 -1.45 -0.09  0.30

Values from the calculation:
SMILES string = N=C=C1CO1
charge = 0
HOMO level (spin up / spin down) = -0.31851 / -0.32546 Eh

=====

(9)
The molecule C3H3NO in a non-equilibrium geometry, computed with ωB97M-V/def2-TZVPD.

Each line ends with the Mulliken charge.
Positions of all 8 atoms, in Å:
C: 0.81 -1.25 -0.99  0.01
C: 1.39 -1.84 -2.12  0.67
C: 0.06 -0.03 0.00  -0.69
N: 1.46 -2.37 -0.82  -0.45
O: 1.68 -1.92 -3.26  -0.36
H: 0.10 0.89 -0.57  0.25
H: 0.62 -0.02 0.92  0.29
H: -0.95 -0.38 0.14  0.27

Values from the calculation:
spin multiplicity = 3
<S²> = 2.013
charge = 0
HOMO level (spin up / spin down) = -0.23771 / -0.42683 Eh

=====

(10)
A 2-piece molecular cluster, C3H3NO2 overall in a non-equilibrium geometry, computed with ωB97M-V/def2-TZVPD.

Each line ends with the Mulliken charge.
Positions of all 9 atoms, in Å:
O: 1.56 -0.11 -0.05  -0.42
C: 0.69 0.83 -0.29  0.76
C: 0.73 2.02 -1.04  -0.45
O: -0.53 0.85 -0.04  -0.49
C: -1.48 -1.86 0.51  0.20
N: -0.37 -2.16 0.56  -0.54
H: 1.09 -0.90 0.29  0.45
H: 0.81 2.90 -0.39  0.18
H: -2.51 -1.57 0.46  0.29

Values from the calculation:
charge = 0
HOMO level = -0.34481 Eh

=====

(11)
The molecule C3H3NO2 in a non-equilibrium geometry, computed with ωB97M-V/def2-TZVPD.

Each line ends with the Mulliken charge.
Positions of all 9 atoms, in Å:
C: 1.08 1.48 -0.20  -0.82
C: 0.35 0.38 -0.18  0.65
N: 0.48 -0.99 0.06  -0.58
C: -0.73 -1.64 0.24  0.17
O: -1.59 -0.66 0.47  -0.16
O: -1.14 0.46 -0.23  -0.21
H: 0.47 2.32 -0.57  0.27
H: 2.05 1.33 0.23  0.31
H: -0.97 -2.68 0.17  0.38

Values from the calculation:
SMILES string = C=C1N=COO1
charge = 0
HOMO level = -0.32041 Eh

=====

(12)
A 2-piece molecular cluster, C3H3NO2 overall in a non-equilibrium geometry, computed with ωB97M-V/def2-TZVPD.

Each line ends with the Mulliken charge.
Positions of all 9 atoms, in Å:
O: -1.66 2.76 0.73  -0.16
C: -1.64 1.64 0.51  0.15
C: -0.50 -1.36 -0.36  -0.22
N: 0.50 -0.65 -0.59  -0.28
C: 1.47 0.11 0.00  0.15
O: 1.31 1.26 0.36  -0.49
H: -0.85 -1.72 0.63  0.27
H: -1.11 -1.68 -1.21  0.26
H: 2.47 -0.36 -0.06  0.33

Values from the calculation:
charge = 0
HOMO level = -0.36522 Eh

=====

(13)
The molecule C3H3NO2 in a non-equilibrium geometry, computed with ωB97M-V/def2-TZVPD.

Each line ends with the Mulliken charge.
Positions of all 9 atoms, in Å:
C: 1.48 -0.53 0.09  -0.48
C: 0.05 -0.20 -0.04  -0.02
C: 2.65 0.14 -0.01  0.68
N: -0.63 2.13 0.00  -0.54
O: 3.64 0.71 0.10  -0.30
O: -0.79 0.77 -0.10  -0.12
H: 1.86 -1.60 0.27  0.25
H: -0.48 -1.02 -0.35  0.31
H: -1.64 2.36 -0.20  0.22

Values from the calculation:
charge = 0
HOMO level (spin up / spin down) = -0.27204 / -0.31024 Eh

=====

(14)
The molecule C3H3NO2 in a non-equilibrium geometry, computed with ωB97M-V/def2-TZVPD.

Each line ends with the Mulliken charge.
Positions of all 9 atoms, in Å:
O: -0.09 1.79 0.49  -0.49
C: 0.27 0.45 0.52  -0.41
C: -0.56 -0.42 -0.40  0.58
O: -1.27 -0.06 -1.29  -0.43
C: 0.54 -2.40 -0.61  -0.04
N: -0.37 -1.83 -0.10  -0.17
H: 0.06 2.13 -0.41  0.32
H: 1.34 0.27 0.28  0.29
H: 0.11 0.07 1.54  0.34

Values from the calculation:
charge = 0
HOMO level = -0.41297 Eh

=====

(15)
A 2-piece molecular cluster, C3H3NO2 overall in a non-equilibrium geometry, computed with ωB97M-V/def2-TZVPD.

Each line ends with the Mulliken charge.
Positions of all 9 atoms, in Å:
N: -1.09 1.97 1.32  -0.31
C: -0.65 0.98 0.92  0.25
C: -0.27 -0.34 0.35  0.37
O: -0.22 -1.35 1.01  -0.49
C: -0.22 -0.31 -1.20  0.02
O: -0.29 -1.34 -1.80  -0.36
H: -0.18 0.69 -1.69  0.34
H: 1.38 -0.46 0.73  0.04
H: 1.53 0.18 0.35  0.13

Values from the calculation:
SMILES string = N#CC(=O)C=O.[H][H]
charge = 0
HOMO level = -0.40537 Eh

=====

(16)
The molecule C3H3NO2, computed with ωB97M-V/def2-TZVPD.

Each line ends with the Mulliken charge.
Positions of all 9 atoms, in Å:
O: 2.20 0.05 -0.35  -0.48
C: 0.86 -0.02 -0.17  0.65
N: 0.28 -1.17 0.09  -0.23
O: -1.02 -0.98 0.25  -0.13
C: -1.25 0.45 0.12  -0.14
C: -0.01 1.12 -0.24  -0.61
H: 2.56 -0.85 -0.28  0.35
H: -2.11 0.60 -0.53  0.32
H: -1.51 0.80 1.12  0.27

Values from the calculation:
charge = 0
HOMO level = -0.35144 Eh

=====

(17)
A 2-piece molecular cluster, C3H3NO2 overall in a non-equilibrium geometry, computed with ωB97M-V/def2-TZVPD.

Each line ends with the Mulliken charge.
Positions of all 9 atoms, in Å:
O: -1.90 -3.93 1.97  -0.35
C: -1.75 -2.92 1.46  0.69
O: -1.56 -1.96 0.87  -0.39
C: 0.54 -0.26 0.04  -0.79
C: 0.08 -0.35 1.42  0.52
N: -0.02 -0.64 2.52  -0.48
H: 1.23 0.59 0.03  0.30
H: -0.23 -0.05 -0.87  0.25
H: 0.95 -1.24 -0.19  0.25

Values from the calculation:
SMILES string = O=C=O.CC#N
charge = 0
HOMO level = -0.41669 Eh

=====

(18)
The molecule C3H3NO2 in a non-equilibrium geometry, computed with ωB97M-V/def2-TZVPD.

Each line ends with the Mulliken charge.
Positions of all 9 atoms, in Å:
C: 0.55 -0.04 2.62  0.13
C: 0.51 0.15 1.44  -0.43
C: 0.36 0.41 0.01  0.44
O: 0.83 1.20 -0.74  -0.47
O: -0.51 -0.63 -0.53  -0.17
N: -0.59 -0.51 -1.91  -0.42
H: 0.87 -0.14 3.62  0.44
H: -0.54 0.42 -2.24  0.23
H: -1.49 -0.86 -2.26  0.26

Values from the calculation:
SMILES string = C#CC(=O)ON
charge = 0
HOMO level = -0.34423 Eh

=====

(19)
C3H3NO2 as an isolated structure in a non-equilibrium geometry, computed with ωB97M-V/def2-TZVPD.

Each line ends with the Mulliken charge.
Positions of all 9 atoms, in Å:
O: -0.20 1.57 -0.54  -0.56
C: 0.03 0.32 -0.04  -0.02
C: -1.09 -0.58 0.08  0.23
O: -2.18 -0.22 -0.33  -0.56
C: 1.25 -0.20 -0.05  0.29
N: 2.36 -0.68 0.09  -0.47
H: -1.13 1.52 -0.81  0.36
H: 1.87 -0.15 1.11  0.40
H: -0.91 -1.58 0.51  0.32

Values from the calculation:
charge = 0
HOMO level = -0.32601 Eh

=====

(20)
The molecule C3H3NO2 in a non-equilibrium geometry, computed with ωB97M-V/def2-TZVPD.

Each line ends with the Mulliken charge.
Positions of all 9 atoms, in Å:
O: -0.15 1.46 -0.79  -0.49
C: 0.08 0.20 -0.38  0.24
C: -1.06 -0.57 0.06  0.16
O: -2.18 -0.10 -0.05  -0.56
C: 1.37 -0.19 0.02  0.07
N: 2.54 -0.54 0.09  -0.42
H: -1.11 1.59 -0.62  0.37
H: 1.43 -0.27 1.16  0.28
H: -0.88 -1.59 0.46  0.35

Values from the calculation:
charge = 0
HOMO level (spin up / spin down) = -0.33102 / -0.32597 Eh

=====

Values of energy relative to the best compared isomer or geometry (same formula, charge and spin), in order: 144.85; 87.94; 87.43; 89.51; 64.66; 25.53; 64.67; 137.99; 31.20; 110.91; 139.70; 48.10; 147.31; 59.99; 103.63; 124.18; 17.68; 103.73; 102.56; 117.77, all in kcal/mol.